This record from OMol25 describes 2 unconnected molecules or ions with the total composition C9H14OS in a non-equilibrium geometry. The level of theory is wB97M-V/def2-TZVPD.

```
25
Properties=species:S:1:pos:R:3:forces:R:3:mulliken_charge:R:1
C -2.74708 -1.91454 0.95809 -2.0 0.1 0.2 -1.28
C -2.23929 -0.87496 0.00406 -1.2 0.0 -0.5 0.59
C -2.24420 0.44446 0.47164 -1.2 -0.4 2.5 -0.35
C -1.63356 1.50501 -0.15107 -0.3 -1.3 0.0 -0.83
C -1.19708 1.14521 -1.38433 1.4 1.9 -1.8 0.84
O -0.41154 2.01164 -2.11004 0.9 1.7 -1.1 -0.59
C -1.46222 -0.02928 -2.06111 0.1 -0.3 -1.3 -0.43
C -1.98695 -1.12102 -1.34802 1.6 5.0 1.5 -0.65
H -3.79097 -1.57384 1.35823 2.1 -0.5 0.0 0.31
H -1.97581 -2.11256 1.71664 -0.7 0.1 0.1 0.27
H -3.00474 -2.85779 0.47775 0.4 -0.1 -0.2 0.36
H -2.86874 0.57581 1.40289 1.2 0.0 -0.7 0.23
H -1.40570 2.48408 0.21498 -0.4 0.3 0.4 0.38
H -0.35505 3.00273 -1.95601 -0.8 -2.2 0.5 0.32
H -1.21967 0.04389 -3.18705 -0.4 -0.7 2.0 0.26
H -2.22702 -1.92208 -1.87918 -0.9 -3.8 -1.6 0.56
C 2.40201 1.10551 0.98190 -2.3 -0.5 -0.3 -0.69
S 3.82783 0.75794 0.04891 1.5 -0.2 -0.7 -0.08
C 4.47570 -0.84777 0.66941 1.0 3.3 2.6 -0.83
H 2.42866 1.24542 2.05677 0.6 0.0 0.2 0.39
H 1.92078 1.99953 0.53429 0.4 -0.5 0.2 0.20
H 1.74095 0.25119 0.74447 -0.2 0.6 0.5 0.17
H 4.92042 -1.28687 -0.14753 1.2 -1.0 -1.7 0.31
H 3.80645 -1.51611 1.13025 -1.2 -0.6 0.4 0.31
H 5.24681 -0.51561 1.45407 -0.9 -1.0 -1.2 0.23
```
Forces are in eV/Å.

Properties
- orbital gap (eV) = 8.917
- SMILES string = Cc1ccc(O)cc1.CSC
- energy (eV) = -22440.838
- lowest unoccupied orbital energy (eV) = 0.73
- highest occupied orbital energy (eV) = -8.1869
- relative energy (zero: lowest compared OMol25 entry of this formula, charge and spin) (kcal per mole) = 41.7